# 1
Below is C23H34N2O3 in the gas phase, with properties calculated with ωB97M-V with the def2-TZVPD basis set.

HOMO, eV: -9.1
E_LUMO, eV: 0.60
SMILES: CC[C@]1(C)C[C@H](C(=O)N2CC3(C[C@H](C(=O)N4[C@H]5CC=C[C@H]4CCC5)CO3)C2)C1

```
! wB97M-V def2-TZVPD RIJCOSX def2/J DEFGRID3
* xyz 0 1
C 5.050 3.600 3.929
C 3.702 3.971 3.319
C 2.849 2.775 2.923
C 2.521 1.873 4.105
C 1.584 3.112 2.094
C 1.924 1.965 1.122
C 1.845 2.288 -0.349
O 2.078 3.401 -0.796
N 1.513 1.262 -1.160
C 1.131 -0.135 -0.964
C 0.826 -0.185 -2.492
C -0.623 -0.426 -2.870
C -0.688 -1.966 -2.873
C -1.174 -2.506 -1.526
O -0.422 -3.021 -0.706
N -2.486 -2.370 -1.286
C -3.566 -1.778 -2.018
C -4.505 -2.986 -2.215
C -4.348 -4.123 -1.515
C -3.429 -4.256 -0.282
C -3.121 -2.784 -0.030
C -2.696 -1.734 0.981
C -3.071 -0.420 0.180
C -4.021 -0.594 -1.065
C 0.772 -2.364 -3.160
O 1.532 -1.151 -3.228
C 1.394 1.239 -2.612
C 3.361 1.955 1.708
H 5.667 4.486 4.079
H 4.938 3.111 4.897
H 5.601 2.921 3.274
H 3.136 4.593 4.022
H 3.862 4.583 2.427
H 1.870 1.051 3.800
H 3.422 1.434 4.536
H 2.005 2.434 4.888
H 0.625 3.056 2.611
H 1.675 4.071 1.584
H 1.388 1.044 1.353
H 1.956 -0.789 -0.676
H 0.283 -0.294 -0.295
H -1.327 0.045 -2.184
H -0.799 -0.029 -3.872
H -1.356 -2.329 -3.654
H -3.257 -1.398 -2.992
H -5.255 -2.936 -2.996
H -4.971 -4.974 -1.766
H -3.997 -4.734 0.518
H -2.537 -4.854 -0.477
H -4.147 -2.443 -0.112
H -3.282 -1.803 1.899
H -1.637 -1.753 1.235
H -3.529 0.313 0.845
H -2.145 0.037 -0.174
H -4.014 0.347 -1.617
H -5.053 -0.746 -0.743
H 1.144 -2.998 -2.354
H 0.890 -2.879 -4.113
H 0.719 1.994 -3.017
H 2.353 1.280 -3.132
H 4.038 2.538 1.082
H 3.803 0.979 1.914
*
```

---

# 2
Below is a 11-piece molecular cluster, H22O11 overall in a non-equilibrium geometry, with properties calculated with ωB97M-V with the def2-TZVPD basis set.

HOMO (spin up / spin down), eV: -13.7 / -13.6
E_LUMO (spin up / spin down), eV: -3.90 / -10.85

```
! wB97M-V def2-TZVPD RIJCOSX def2/J DEFGRID3
* xyz 1 2
O 2.781 1.580 -0.636
H 2.277 0.868 -1.030
H 3.175 2.035 -1.381
O -0.810 -2.167 2.464
H -0.910 -1.233 2.651
H 0.085 -2.371 2.735
O -0.383 0.116 0.213
H -0.479 -0.539 -0.478
H 0.417 -0.137 0.674
O 1.211 0.494 -2.566
H 0.729 0.021 -3.245
H 1.157 1.413 -2.830
O -0.053 3.191 -1.012
H 0.107 2.256 -0.883
H 0.083 3.331 -1.949
O -2.567 1.300 -1.031
H -1.725 1.079 -0.632
H -3.213 1.108 -0.352
O 0.441 -3.155 -1.987
H -0.506 -3.039 -2.067
H 0.743 -3.287 -2.886
O -1.268 0.219 2.899
H -0.697 0.970 2.738
H -1.955 0.293 2.237
O 1.792 -0.408 1.915
H 1.963 -0.788 2.776
H 2.624 -0.484 1.448
O -2.347 -2.643 -1.446
H -2.336 -3.441 -0.917
H -3.225 -2.618 -1.825
O 0.843 2.077 2.500
H 0.717 2.638 1.735
H 1.327 1.321 2.167
*
```

---

For the records above, the corresponding energy above the lowest of the compared OMol25 structures with the same formula, charge and spin values read 94.04; 23.93 kcal/mol.
For the records above, the corresponding total energy values read -33523.1241; -22869.4130 eV.